# 1
{
  "formula": "C40H38BCdF3N17P",
  "method": "wB97M-V/def2-TZVPD",
  "homo_ev": [-4.473, -6.196],
  "lumo_ev": [2.35, 1.43],
  "multiplicity": 2,
  "relative_energy_kcal_mol": 0.0,
  "charge": -1,
  "elements": ["Cd", "C", "C", "C", "C", "N", "N", "B", "N", "C", "C", "C", "C", "N", "N", "C", "C", "C", "C", "N", "N", "C", "C", "C", "C", "N", "H", "H", "H", "H", "H", "H", "H", "H", "H", "H", "H", "H", "H", "H", "H", "H", "H", "H", "H", "H", "N", "C", "N", "N", "N", "N", "C", "N", "N", "N", "N", "H", "F", "C", "F", "F", "C", "C", "C", "C", "C", "C", "C", "C", "H", "H", "H", "H", "C", "P", "C", "C", "C", "C", "C", "C", "C", "C", "C", "C", "C", "C", "H", "H", "H", "H", "H", "H", "H", "H", "H", "H", "H", "H", "H"],
  "coordinates": [[0.456, -0.243, 0.423], [0.206, 2.277, -3.994], [-0.779, 1.558, -3.130], [-1.923, 2.082, -2.490], [-2.408, 1.044, -1.746], [-1.590, -0.023, -1.941], [-0.599, 0.290, -2.819], [-1.884, -1.473, -1.623], [-2.384, -1.602, -0.148], [-3.587, -1.948, 0.337], [-3.489, -2.055, 1.711], [-2.152, -1.748, 1.998], [-1.410, -1.840, 3.289], [-1.513, -1.445, 0.872], [-0.573, -2.275, -1.808], [-0.282, -3.190, -2.744], [1.055, -3.506, -2.639], [1.534, -2.703, -1.597], [2.923, -2.614, -1.061], [0.542, -1.964, -1.111], [-2.965, -2.080, -2.533], [-3.476, -3.332, -2.498], [-4.292, -3.485, -3.593], [-4.217, -2.243, -4.260], [-4.913, -1.816, -5.513], [-3.415, -1.411, -3.617], [-0.192, 3.239, -4.317], [0.457, 1.684, -4.874], [1.126, 2.471, -3.438], [-2.297, 3.090, -2.531], [-3.266, 0.980, -1.096], [-4.422, -2.108, -0.323], [-4.262, -2.340, 2.404], [-2.070, -1.703, 4.145], [-0.614, -1.097, 3.339], [-0.941, -2.821, 3.382], [-1.039, -3.543, -3.423], [1.614, -4.209, -3.233], [3.513, -3.465, -1.398], [2.928, -2.608, 0.030], [3.421, -1.709, -1.412], [-3.213, -4.019, -1.710], [-4.862, -4.356, -3.872], [-5.420, -2.661, -5.979], [-4.200, -1.403, -6.227], [-5.656, -1.045, -5.305], [3.532, 1.107, -0.858], [4.115, 0.312, 0.094], [5.381, -0.046, -0.028], [5.641, -0.841, 1.027], [4.626, -0.968, 1.780], [3.613, -0.242, 1.212], [2.468, 2.004, -0.720], [2.591, 3.293, -0.981], [1.351, 3.782, -0.815], [0.544, 2.838, -0.455], [1.219, 1.681, -0.416], [4.239, 1.459, -1.488], [-0.878, -0.689, 8.528], [0.458, -0.916, 8.434], [0.670, -2.134, 8.971], [1.037, -0.017, 9.262], [0.959, -0.807, 7.035], [1.219, -1.949, 6.274], [1.627, -1.838, 4.967], [1.783, -0.558, 4.357], [1.534, 0.593, 5.163], [1.126, 0.461, 6.466], [2.152, -0.433, 3.044], [2.292, -0.301, 1.773], [1.098, -2.928, 6.718], [1.831, -2.721, 4.377], [1.661, 1.575, 4.724], [0.932, 1.346, 7.060], [-1.776, 1.373, 3.831], [-1.032, 1.808, 2.199], [-2.508, 2.540, 1.406], [-2.431, 3.711, 0.655], [-3.554, 4.200, 0.005], [-4.765, 3.525, 0.083], [-4.847, 2.352, 0.821], [-3.726, 1.864, 1.476], [-0.046, 3.259, 2.723], [1.337, 3.211, 2.575], [2.131, 4.262, 3.013], [1.545, 5.374, 3.598], [0.164, 5.434, 3.745], [-0.626, 4.381, 3.312], [-2.504, 0.571, 3.721], [-2.264, 2.240, 4.275], [-0.985, 1.024, 4.495], [-1.482, 4.219, 0.551], [-3.476, 5.109, -0.579], [-5.636, 3.906, -0.433], [-5.782, 1.808, 0.879], [-3.805, 0.933, 2.026], [1.791, 2.347, 2.110], [3.204, 4.215, 2.881], [2.161, 6.200, 3.931], [-0.297, 6.305, 4.193], [-1.703, 4.438, 3.416]]
}

***

# 2
{
  "formula": "C40H38N3O7PS5V",
  "method": "wB97M-V/def2-TZVPD",
  "homo_ev": [-4.970, -5.057],
  "lumo_ev": [1.45, 1.29],
  "multiplicity": 3,
  "relative_energy_kcal_mol": 22.2,
  "charge": -1,
  "elements": ["V", "C", "C", "C", "C", "C", "C", "C", "C", "C", "C", "C", "C", "C", "C", "C", "N", "H", "H", "H", "H", "H", "H", "H", "H", "H", "H", "O", "C", "O", "C", "C", "C", "C", "C", "C", "O", "N", "O", "O", "N", "O", "O", "H", "H", "C", "S", "C", "C", "S", "S", "C", "S", "S", "H", "H", "H", "C", "C", "C", "C", "P", "C", "C", "C", "C", "C", "C", "C", "C", "C", "C", "H", "H", "H", "H", "H", "H", "H", "H", "H", "H", "H", "H", "H", "H", "H", "H", "H", "H", "H", "H", "H", "H", "H"],
  "coordinates": [[-0.081, 1.048, 0.018], [-0.666, 1.724, 4.294], [0.655, 1.660, 4.746], [1.678, 1.509, 3.828], [1.379, 1.396, 2.466], [0.061, 1.421, 1.990], [-0.949, 1.611, 2.944], [2.428, 1.300, 1.429], [3.801, 1.199, 1.762], [4.730, 1.092, 0.786], [4.338, 1.180, -0.567], [5.285, 1.139, -1.619], [4.887, 1.304, -2.912], [3.521, 1.541, -3.190], [2.586, 1.567, -2.194], [2.968, 1.345, -0.851], [2.011, 1.316, 0.164], [-1.475, 1.863, 5.006], [0.882, 1.749, 5.803], [2.703, 1.499, 4.184], [-1.980, 1.661, 2.621], [4.090, 1.171, 2.803], [5.782, 0.966, 1.028], [6.331, 0.991, -1.368], [5.611, 1.274, -3.718], [3.198, 1.715, -4.210], [1.553, 1.746, -2.435], [-0.929, 1.451, -4.009], [-1.095, 1.024, -2.879], [-0.171, 0.527, -2.099], [-2.524, 0.953, -2.350], [-3.539, 0.974, -3.266], [-4.856, 0.877, -2.848], [-5.167, 0.765, -1.523], [-4.155, 0.727, -0.579], [-2.799, 0.829, -0.961], [-1.783, 0.827, -0.135], [-4.612, 0.554, 0.815], [-5.795, 0.723, 1.049], [-3.799, 0.286, 1.670], [-5.948, 0.874, -3.841], [-7.093, 0.788, -3.436], [-5.647, 0.943, -5.015], [-3.297, 1.078, -4.316], [-6.191, 0.693, -1.202], [1.038, 4.855, 3.113], [-0.547, 4.951, 2.235], [-0.013, 5.584, 0.702], [0.020, 4.916, -0.467], [-0.364, 3.297, -0.979], [0.532, 5.906, -1.828], [0.785, 7.404, -1.023], [1.309, 8.783, -1.763], [0.435, 7.280, 0.651], [0.833, 4.407, 4.088], [1.469, 5.846, 3.247], [1.725, 4.214, 2.558], [2.047, -2.067, -1.492], [1.678, -2.752, -0.166], [1.884, -4.256, -0.348], [2.597, -2.240, 0.948], [-0.072, -2.151, 0.194], [-1.017, -3.069, -1.103], [-1.376, -4.420, -1.039], [-2.083, -5.027, -2.068], [-2.450, -4.297, -3.196], [-2.093, -2.961, -3.283], [-1.382, -2.358, -2.246], [-0.679, -2.880, 1.836], [-0.139, -4.242, 2.289], [-2.215, -2.915, 1.773], [-0.300, -1.860, 2.918], [3.125, -2.174, -1.671], [1.805, -1.006, -1.501], [1.514, -2.523, -2.332], [2.932, -4.428, -0.632], [1.259, -4.655, -1.149], [1.692, -4.826, 0.561], [3.645, -2.353, 0.642], [2.457, -2.795, 1.880], [2.424, -1.184, 1.157], [-1.108, -5.021, -0.182], [-2.348, -6.076, -1.988], [-3.008, -4.771, -3.996], [-2.366, -2.373, -4.155], [-1.082, -1.323, -2.325], [-0.337, -5.057, 1.597], [-0.630, -4.495, 3.238], [0.936, -4.209, 2.480], [-2.595, -3.683, 1.103], [-2.615, -1.949, 1.451], [-2.606, -3.110, 2.780], [0.777, -1.674, 2.964], [-0.622, -2.237, 3.898], [-0.797, -0.910, 2.748]]
}

***

# 3
{
  "formula": "C40H38N5P2ReS",
  "method": "wB97M-V/def2-TZVPD",
  "homo_ev": [-15.713, -15.714],
  "lumo_ev": [-10.34, -10.74],
  "multiplicity": 2,
  "relative_energy_kcal_mol": 72.7,
  "charge": 3,
  "elements": ["Re", "C", "C", "N", "N", "C", "N", "S", "C", "C", "C", "C", "C", "N", "H", "H", "H", "H", "H", "H", "H", "H", "H", "C", "N", "C", "P", "C", "C", "C", "C", "C", "C", "C", "C", "C", "C", "C", "C", "C", "C", "C", "C", "C", "C", "P", "C", "C", "C", "C", "C", "C", "C", "C", "C", "C", "C", "C", "H", "H", "H", "H", "H", "H", "H", "H", "H", "H", "H", "H", "H", "H", "H", "H", "H", "H", "H", "H", "H", "H", "H", "H", "H", "H", "H", "H", "H"],
  "coordinates": [[1.250, -1.259, -0.079], [0.390, -5.390, -1.221], [0.396, -3.911, -1.078], [1.181, -3.317, -0.201], [1.919, -4.101, 0.581], [2.665, -3.563, 1.487], [3.376, -4.269, 2.348], [2.747, -1.786, 1.649], [-0.522, -3.077, -1.813], [-1.641, -3.621, -2.369], [-2.747, -3.066, -3.091], [-2.968, -1.791, -3.448], [-2.049, -0.647, -3.121], [-0.199, -1.641, -1.803], [1.343, -5.795, -0.887], [0.205, -5.706, -2.246], [-0.384, -5.816, -0.579], [3.370, -5.278, 2.320], [3.980, -3.815, 3.017], [-1.725, -4.691, -2.245], [-3.476, -3.802, -3.402], [-3.835, -1.539, -4.042], [-1.258, -0.696, -3.884], [1.342, 1.503, 1.899], [-0.070, 1.684, 1.937], [-0.858, 0.521, 2.178], [-0.864, -0.884, 0.886], [-1.622, -2.251, 1.778], [-1.004, -2.690, 2.952], [-1.576, -3.708, 3.690], [-2.759, -4.292, 3.257], [-3.337, -3.902, 2.059], [-2.769, -2.891, 1.305], [-1.929, -0.520, -0.569], [-1.410, -0.855, -1.773], [-2.725, 0.688, -3.282], [-3.584, 1.264, -2.438], [-3.963, 0.814, -1.126], [-3.221, 0.063, -0.290], [-0.634, 2.930, 1.697], [0.082, 4.116, 1.964], [-0.465, 5.353, 1.699], [-1.749, 5.463, 1.181], [-2.486, 4.306, 0.950], [-1.944, 3.062, 1.199], [1.910, 1.034, 0.139], [1.276, 2.466, -0.783], [1.985, 3.666, -0.770], [1.492, 4.761, -1.455], [0.297, 4.666, -2.151], [-0.414, 3.475, -2.159], [0.072, 2.377, -1.475], [3.710, 1.243, 0.099], [4.533, 1.369, 1.215], [5.905, 1.475, 1.038], [6.458, 1.430, -0.235], [5.641, 1.262, -1.343], [4.272, 1.174, -1.181], [1.649, 0.696, 2.572], [1.870, 2.420, 2.161], [-1.899, 0.780, 2.391], [-0.463, -0.004, 3.060], [-0.078, -2.233, 3.277], [-1.117, -4.039, 4.609], [-3.229, -5.053, 3.860], [-4.244, -4.376, 1.718], [-3.227, -2.588, 0.375], [0.341, -1.441, -2.655], [-2.531, 1.175, -4.225], [-4.078, 2.167, -2.773], [-4.908, 1.186, -0.755], [-3.607, -0.143, 0.704], [1.048, 4.089, 2.440], [0.108, 6.241, 1.917], [-2.171, 6.434, 0.980], [-3.488, 4.375, 0.557], [-2.531, 2.186, 0.963], [2.920, 3.740, -0.234], [2.045, 5.687, -1.451], [-0.085, 5.521, -2.684], [-1.345, 3.396, -2.700], [-0.476, 1.444, -1.467], [4.116, 1.391, 2.212], [6.547, 1.595, 1.898], [7.526, 1.516, -0.360], [6.074, 1.191, -2.329], [3.623, 1.058, -2.042]]
}

***

Number 1: E -90114.177 eV. Number 2: E -150052.358 eV. Number 3: E -81063.316 eV.